Formula: C3H9N3O
Source: OMol25
Level of theory: ωB97M-V with the def2-TZVPD basis set

Summary:
- structure (SMILES) = NCNC(=O)CN
- energy above the lowest of the compared OMol25 structures with the same formula, charge and spin (kcal/mol) = 50.24

```
! wB97M-V def2-TZVPD RIJCOSX def2/J DEFGRID3
* xyz 0 1
H 1.70 1.67 -1.45
H -1.36 0.02 -0.08
N -0.52 -1.12 2.20
H -1.25 1.75 -1.28
C -0.61 -1.60 0.84
N -0.27 2.03 -1.12
H -0.24 -0.14 2.27
H 0.80 0.57 -2.47
H -1.44 -2.25 0.65
H 0.37 -1.96 0.70
O 1.85 -0.78 -0.52
H 0.06 -1.54 2.90
H -0.02 2.87 -0.59
C 0.71 1.16 -1.44
C 0.77 -0.14 -0.53
N -0.54 -0.52 -0.07
*
```